1.
A molecular structure, C42H118N12O12 in a non-equilibrium geometry. Source: the Open Molecules 2025 dataset; level of theory: wB97M-V/def2-TZVPD.

Results
Charge: 0
Orbital gap in eV: 6.52
Multiplicity: 1
HOMO in eV: -6.32

Each line ends with the Mulliken charge.
Cartesian coordinates (Å):
O1 -5.42868 -3.73861 -2.02406  -0.778
O2 4.74579 2.53002 0.39278  -0.560
O3 1.48278 1.95153 4.01803  -0.750
O4 0.88341 -0.72602 -2.24729  0.799
O5 0.82055 4.88129 0.73206  -0.423
O6 -0.54872 -0.01447 3.13062  -0.660
O7 -1.36834 -5.99497 -1.45074  -0.538
O8 -0.57099 -1.00846 -4.81179  -0.480
O9 -1.92795 1.17081 -1.98799  -1.090
O10 4.83846 -1.69263 -0.15209  -0.172
O11 -3.90440 0.99817 2.18862  -0.517
O12 -1.31602 -1.42950 -0.28678  1.616
N1 -0.09337 -2.98883 3.05039  -0.658
N2 1.36331 -0.68513 0.02996  1.228
N3 -4.49776 -3.23366 -0.10295  0.034
N4 -3.47027 0.25969 -6.82958  -0.751
N5 -5.70246 -2.09177 1.25561  -0.277
N6 -4.67921 0.51673 -1.43632  0.539
N7 2.87192 0.28813 0.94535  -0.091
N8 3.12027 -2.11232 -1.21377  -0.234
N9 -4.87697 -1.69384 -1.51118  0.708
N10 6.95525 2.67454 2.22484  -0.803
N11 2.57883 5.92129 -2.31181  -0.739
N12 4.10315 1.59490 5.95213  -0.511
C1 -3.96098 -0.06695 -2.54240  0.739
C2 -2.58581 -0.75778 -6.14837  2.558
C3 0.79382 3.85090 1.76734  -0.829
C4 2.54560 -1.21467 2.82425  -2.066
C5 0.26424 6.18754 -1.85807  -1.576
C6 1.51777 -1.74197 -3.02629  -1.683
C7 -2.53286 -1.93533 -7.15409  -1.788
C8 1.14424 -3.50179 -1.15062  -1.334
C9 0.81282 1.70513 0.21237  -2.060
C10 -1.22336 -1.82231 -3.78216  -0.258
C11 -1.28726 -0.12001 -5.65690  -0.684
C12 0.79817 0.47431 -2.93538  -0.780
C13 -0.98900 -0.06912 -0.39399  0.000
C14 1.76495 0.98468 5.05574  -1.123
C15 3.84499 -2.00863 0.84364  -0.510
C16 1.62591 6.09280 -1.18562  0.432
C17 -3.16565 2.08391 1.50560  -0.993
C18 5.87300 1.73551 2.38180  1.610
C19 1.56533 1.52125 2.67644  1.242
C20 -4.90731 -0.48400 -3.62399  -1.702
C21 3.72069 -0.62320 5.48139  -0.933
C22 0.29460 0.25466 0.36426  0.940
C23 -4.21362 -1.59326 3.10223  -1.953
C24 5.79188 1.38152 3.83578  -1.502
C25 -2.60868 -1.90078 -0.89651  1.758
C26 3.35088 0.76916 5.03745  1.535
C27 2.14987 -2.75743 -2.09297  0.322
C28 -1.21407 1.09861 3.72324  -0.109
C29 -1.49912 -0.99974 2.76540  -1.316
C30 -0.84961 -2.17829 2.11184  1.055
C31 6.13825 -1.37610 0.41003  -0.492
C32 -2.82772 0.85756 -3.02424  -0.347
C33 3.46365 2.89241 -0.20789  -0.347
C34 -2.07784 -4.81297 -1.44905  -0.665
C35 -5.20949 -1.01901 2.07390  -1.070
C36 -1.84938 -3.18098 1.48287  -1.705
C37 1.65519 4.75131 -0.41438  0.447
C38 4.62837 2.29051 1.78221  0.405
C39 -5.09206 -2.92417 -1.23187  -0.034
C40 -0.85922 1.97871 -2.53056  -0.553
C41 -4.48803 0.13625 1.29565  -0.231
C42 3.53750 -0.76168 1.74523  2.589
H1 4.02165 2.55620 5.65320  0.334
H2 -3.58431 0.98757 -6.13872  0.311
H3 -2.70773 -2.94890 -0.61412  -1.904
H4 -1.88635 -1.36936 3.71490  1.956
H5 0.97215 -1.58602 0.26554  -0.263
H6 1.85621 6.96555 -0.57460  0.387
H7 1.60231 -3.97644 -0.28287  0.429
H8 0.52300 -4.21179 -1.69657  0.736
H9 -3.50216 -2.41740 -7.28115  0.403
H10 1.34371 3.88025 -0.99088  -0.807
H11 -1.90823 -1.22898 -3.17633  0.948
H12 -0.83634 0.15026 -1.45071  1.408
H13 3.35509 0.39175 0.06449  1.006
H14 -4.57166 -2.60451 0.68370  -0.507
H15 6.93436 2.95013 1.25339  0.363
H16 2.86852 -2.19836 0.39797  -0.932
H17 -0.01978 0.13642 1.40122  0.922
H18 5.34284 2.20343 4.39338  0.111
H19 3.34378 -2.79629 -0.50502  0.104
H20 -3.14311 -1.09273 -5.27354  -1.595
H21 -1.87363 0.69013 4.48889  0.321
H22 2.80585 -2.18283 3.25211  1.771
H23 -0.35662 1.37547 -3.28660  -0.467
H24 -0.26005 0.47696 -3.19665  0.246
H25 4.73728 -0.79581 5.83474  0.449
H26 -2.47639 -1.79947 -1.97371  -1.172
H27 -3.44248 -0.87743 -2.03016  -0.500
H28 7.80933 2.13612 2.25182  0.323
H29 1.50409 -1.26635 2.50692  -1.549
H30 1.34648 -0.75450 -0.97752  0.335
H31 -0.17863 2.13956 -1.69449  -0.397
H32 -0.50953 -2.45518 -3.25489  -0.385
H33 6.92368 -1.64859 -0.29491  0.381
H34 2.28452 6.47925 -3.10058  0.309
H35 -3.29376 -2.06297 2.75394  0.876
H36 1.55571 1.83959 0.99859  -0.323
H37 5.26748 0.44856 4.04242  0.376
H38 -5.07022 1.39459 -1.74707  0.529
H39 -2.31960 -0.60475 2.16632  -0.366
H40 4.43120 3.27625 2.20359  0.748
H41 1.13688 4.17107 2.75116  0.232
H42 -0.10262 -1.95933 1.34884  -0.023
H43 3.56151 1.58653 6.80456  0.410
H44 -6.46205 -2.60688 1.67729  0.346
H45 6.26838 -0.32912 0.68390  0.194
H46 -4.23566 -1.24536 -0.87268  0.008
H47 -3.71761 2.71752 0.81135  0.453
H48 -1.95646 -2.45002 -4.28877  0.628
H49 -3.86009 -0.80243 3.76383  0.252
H50 3.13841 3.80902 0.28421  1.032
H51 -5.82739 -0.99249 -3.33593  0.507
H52 1.05461 1.33036 -2.31128  -0.674
H53 -0.58580 6.23057 -1.17712  0.294
H54 3.58793 3.16912 -1.25484  0.392
H55 -3.10644 -5.01802 -1.74577  0.700
H56 2.61744 4.99341 -2.70885  0.178
H57 -6.03078 -0.57891 2.63948  0.461
H58 6.76179 1.28750 4.32420  0.471
H59 3.89634 1.55396 2.11348  -0.557
H60 3.62049 -1.31343 4.64375  0.129
H61 0.72230 -2.22129 -3.59689  0.613
H62 -1.90984 -2.74087 -6.76542  0.327
H63 -2.09920 -4.21840 -0.53575  -0.195
H64 3.11607 -0.94437 6.32956  0.429
H65 -5.26198 0.70567 0.78101  1.656
H66 3.97633 -2.91354 1.43691  0.554
H67 -4.72903 -2.32311 3.72655  0.614
H68 2.67797 4.50254 -0.13128  -0.239
H69 -1.79587 0.54555 0.00504  -0.935
H70 -2.24245 0.35712 -3.79567  -1.143
H71 -2.16950 -1.74575 -8.16411  0.434
H72 1.38599 0.61065 -3.84312  0.747
H73 6.21774 -2.10784 1.21397  0.306
H74 -3.72503 -0.18350 0.58593  -0.937
H75 -2.53056 -3.58242 2.23316  0.449
H76 1.09196 2.03073 -0.78971  0.269
H77 -2.53167 -2.73633 0.75839  0.648
H78 1.44533 1.19161 6.07707  0.542
H79 4.48696 -0.38363 2.12430  -0.175
H80 -6.18045 -1.67021 0.47206  0.365
H81 1.24043 2.91158 1.44129  -0.039
H82 -0.77217 0.20958 -6.55920  0.498
H83 2.75573 -1.31132 -0.71818  -0.372
H84 -4.44996 -1.28359 -4.20674  0.317
H85 -3.91818 0.66310 -0.78863  -0.773
H86 2.70826 2.11042 -0.13066  -0.109
H87 0.26530 7.13945 -2.38906  0.507
H88 1.27106 2.40655 2.11274  0.204
H89 -3.46944 -1.34927 -0.51832  -2.573
H90 2.78309 -3.55262 -2.48644  0.703
H91 -2.74350 2.77350 2.23660  0.512
H92 2.35890 -1.45682 -3.65818  0.539
H93 -1.77970 -4.20299 -2.30178  0.627
H94 1.92508 0.01260 0.72704  -1.009
H95 -0.24994 3.68183 2.03205  0.269
H96 -5.12590 0.32623 -4.31957  0.404
H97 -1.34483 -4.06360 1.08978  0.586
H98 -0.49912 1.84327 4.07311  0.585
H99 -4.23394 -4.20848 -0.08763  0.428
H100 -0.73697 -3.18011 3.80491  0.448
H101 -2.35989 1.79219 0.83201  0.376
H102 -4.39469 -0.14453 -6.87602  0.339
H103 -1.97444 -6.59111 -1.89668  0.420
H104 3.76316 0.93869 4.04278  -1.169
H105 0.02864 2.42281 0.45340  -0.063
H106 0.00316 5.32774 -2.47506  0.340
H107 0.35913 -2.83321 -0.79748  0.254
H108 -3.31422 1.71600 -3.48737  1.110
H109 -1.42835 0.74687 -5.01136  0.248
H110 1.28188 0.07040 4.71096  0.192
H111 6.11338 0.76785 1.94142  -0.931
H112 2.51532 1.17508 2.26926  0.484
H113 -1.16910 2.94955 -2.91728  0.519
H114 0.71297 0.87456 2.46819  -0.227
H115 -1.87572 1.54412 2.98037  -0.865
H116 -5.04783 -1.29675 -2.42399  1.054
H117 2.40560 -0.48826 3.62476  -0.951
H118 0.58499 -2.33983 3.42285  0.554

2.
A molecular structure, C42H30ClF12N2O6W in a non-equilibrium geometry. Source: the Open Molecules 2025 dataset; level of theory: wB97M-V/def2-TZVPD.

Results
ΔE to the lowest compared entry with this formula, charge and spin in eV: 0.258
Charge: +1
Orbital gap in eV: 5.81
Multiplicity: 1
HOMO in eV: -10.54

Each line ends with the Mulliken charge.
Cartesian coordinates (Å):
W1 0.72691 0.30799 -1.82493  1.910
Cl1 2.80934 -1.57001 -8.60833  -0.188
F1 -0.45576 2.55594 -5.29063  -0.207
F2 -3.17595 3.00408 -2.58734  -0.263
F3 -2.60195 1.44882 -3.97454  -0.286
F4 4.66742 1.35296 0.61057  -0.300
F5 3.04484 2.48599 1.48259  -0.249
F6 4.29629 -1.18530 0.31032  -0.254
F7 3.94697 -0.51160 2.34206  -0.271
F8 3.16947 2.22867 -0.65510  -0.198
F9 0.35233 4.29709 -4.30259  -0.245
F10 -2.25884 1.19621 -1.84803  -0.093
F11 -1.78437 4.12948 -4.62675  -0.252
F12 2.59154 -1.92513 1.40017  -0.095
O1 -0.45074 -0.91705 -0.77039  -0.726
O2 1.00428 -1.88142 -2.02733  -0.806
O3 -0.49420 -0.51650 -3.36104  -0.537
O4 2.15290 0.33478 -3.10962  -0.280
O5 0.19118 1.77546 -2.96575  -0.485
O6 2.08438 -0.16502 -0.61013  -0.853
N1 0.32821 1.71666 -0.48862  1.172
N2 -1.39146 -2.23857 1.33390  0.338
C1 -1.32798 -4.64257 1.13691  -0.996
C2 2.57845 -1.00558 -6.99483  0.031
C3 -0.22250 -3.28931 -0.52847  0.063
C4 -0.05865 -5.69865 -0.63860  -0.983
C5 -1.23447 -2.64421 3.75229  1.005
C6 3.36457 1.62179 0.51545  0.654
C7 0.18670 1.21319 0.85648  -0.125
C8 0.25449 -4.46888 -1.14046  -0.792
C9 2.48253 0.31335 0.64679  1.103
C10 -3.13501 -2.08029 5.13576  -0.892
C11 1.08410 0.10710 2.78967  -0.134
C12 -0.25249 -0.21970 4.89352  -0.734
C13 -0.10648 0.28706 3.48549  0.364
C14 3.35939 -0.84441 1.19070  0.210
C15 -3.82371 -1.60261 4.02985  -1.098
C16 1.17411 -0.64939 -5.06860  1.122
C17 0.24374 3.96253 0.43771  -0.035
C18 -1.85184 -2.59991 5.01312  1.701
C19 -1.15531 0.92584 2.83336  -1.231
C20 -1.25312 7.24673 -0.75633  -1.645
C21 -3.23973 -1.67972 2.77969  -0.862
C22 3.49264 0.00339 -5.00143  -0.679
C23 -1.01294 1.38195 1.53631  -0.578
C24 0.19258 -3.11321 3.63106  -1.355
C25 1.35484 -1.09597 -6.39323  -1.149
C26 -2.24927 2.09199 -2.85975  0.515
C27 1.23521 0.55056 1.48469  -0.065
C28 -1.96161 -2.21273 2.64015  -0.790
C29 -0.67470 3.44803 -4.31879  0.503
C30 -0.99549 -3.35776 0.66027  1.209
C31 0.12220 -2.05000 -1.13867  1.382
C32 -1.12259 -3.09463 6.23513  -1.469
C33 -0.79374 5.81376 -0.71566  0.571
C34 -0.02795 3.09909 -0.62306  0.226
C35 -0.13007 -0.78241 -4.52065  -0.055
C36 2.26251 -0.09746 -4.36107  -0.026
C37 -0.87552 -5.77212 0.50165  -0.575
C38 -0.60878 3.63790 -1.76782  -0.319
C39 -0.81940 2.72746 -2.94685  1.470
C40 3.65173 -0.44625 -6.29164  -0.618
C41 -0.13527 5.28865 0.39148  -1.324
C42 -1.00059 4.96938 -1.79729  -1.233
H1 0.64349 -2.79281 2.69266  -0.047
H2 -0.91158 -1.15836 -5.18320  0.389
H3 -3.59997 -2.04666 6.11464  0.413
H4 4.31776 0.44140 -4.45500  0.551
H5 0.79388 -2.71719 4.45040  0.518
H6 -1.47308 5.36905 -2.68572  0.585
H7 -2.10245 1.05907 3.34383  0.441
H8 0.87411 -4.36456 -2.02197  0.522
H9 0.76157 3.58555 1.30940  0.571
H10 0.08884 5.93074 1.23561  0.453
H11 -2.18649 7.33617 -1.31103  0.406
H12 -1.97091 -4.71882 2.00342  0.561
H13 -1.78446 -3.10544 7.09912  0.449
H14 -0.26134 -1.31324 4.90958  -0.923
H15 -4.82039 -1.19412 4.14144  0.435
H16 1.89328 -0.40611 3.29041  0.774
H17 -1.16372 -6.74285 0.88520  0.439
H18 -3.76945 -1.34848 1.89329  0.562
H19 -0.73737 -4.10501 6.08542  0.306
H20 -1.40844 7.63532 0.24875  0.408
H21 0.57770 0.11807 5.51541  0.536
H22 0.30349 -6.60054 -1.11300  0.433
H23 -1.38081 -1.36350 0.83563  0.037
H24 0.51393 -1.52090 -6.92984  0.474
H25 4.61455 -0.36587 -6.77844  0.467
H26 -0.51271 7.88148 -1.24819  0.310
H27 -1.83353 1.87813 1.03085  0.626
H28 -1.18269 0.12636 5.34054  0.374
H29 -0.26717 -2.45814 6.47790  0.308
H30 0.26054 -4.20434 3.68005  0.427

3.
A molecular structure, C42H31CoF5N6PSe2 in a non-equilibrium geometry. Source: the Open Molecules 2025 dataset; level of theory: wB97M-V/def2-TZVPD.

Results
ΔE to the lowest compared entry with this formula, charge and spin in eV: 3.045
Charge: +1
Orbital gap (alpha / beta) in eV: 6.52 / 6.95
Multiplicity: 4
HOMO (alpha / beta) in eV: -9.69 / -10.12

Each line ends with the Mulliken charge.
Cartesian coordinates (Å):
Se1 0.50036 2.30622 1.38469  0.340
Se2 7.69268 -4.40225 0.17946  0.288
Co1 0.99984 -0.88811 -1.37034  0.322
P1 -1.12329 -1.85533 -0.43084  0.895
F1 0.27769 4.33218 -1.14379  -0.266
F2 1.82933 6.34099 -1.76432  -0.283
F3 4.75273 5.27415 1.79559  -0.306
F4 3.99205 6.93757 -0.27493  -0.289
F5 3.13915 3.12531 2.36518  -0.381
N1 -1.90700 2.55706 -0.13276  1.526
N2 6.19323 -4.94917 -0.53735  -0.800
N3 3.05426 -0.36422 -0.76118  -0.459
N4 -0.58769 0.74604 -0.72551  0.280
N5 2.10771 -2.70014 -1.80691  -0.431
N6 7.21434 -2.66916 0.24802  -0.842
C1 -2.17691 0.14344 1.30007  -0.776
C2 0.71122 -1.78777 1.63997  0.328
C3 -2.79518 2.56222 1.03469  0.900
C4 2.19654 -5.08715 -2.09024  -0.928
C5 -3.29888 4.93776 0.59645  -0.471
C6 -1.73500 -0.16405 -0.07605  1.516
C7 1.56240 -3.85110 -2.18243  -0.327
C8 -2.62191 -2.88614 -0.59443  0.791
C9 -0.06120 -4.13952 2.85820  -0.878
C10 5.99680 -2.61464 -0.23514  0.877
C11 -0.41455 -2.46445 1.16483  0.596
C12 5.42977 -3.88688 -0.62418  0.764
C13 3.67386 5.00852 1.04744  0.376
C14 5.18735 -1.39782 -0.31034  0.375
C15 -0.62937 2.01703 -0.05912  -2.043
C16 -2.56215 1.32594 1.84547  -1.992
C17 -2.49154 2.00987 -1.34460  -0.427
C18 -4.56095 4.54819 -0.22059  -0.917
C19 1.70484 3.65527 0.62369  -0.646
C20 -5.01064 -3.21017 -0.71149  -0.568
C21 0.97034 -3.39632 3.37197  -0.704
C22 5.67638 -0.16375 0.16492  -0.708
C23 2.87371 3.93502 1.34893  0.224
C24 3.46387 -5.11445 -1.54727  -0.577
C25 -4.83535 -4.56446 -0.97725  -0.724
C26 1.39371 -2.21251 2.76784  -0.966
C27 -4.30271 3.81199 -1.55708  -0.636
C28 3.34440 -2.71007 -1.29199  0.170
C29 2.18065 5.57304 -0.73996  0.099
C30 4.07618 -3.91441 -1.15806  0.701
C31 -3.95421 2.28724 -1.56694  -1.220
C32 3.29481 5.87094 0.03068  0.554
C33 -0.81748 -3.63498 1.81249  -0.326
C34 -1.92590 0.58250 -1.36784  -1.009
C35 1.37768 4.50032 -0.40130  0.745
C36 -3.53670 -5.05420 -1.07871  -0.550
C37 3.56714 0.79213 -0.31692  -0.646
C38 4.86060 0.94917 0.14353  -0.731
C39 -2.87141 3.93098 1.68128  -1.022
C40 -3.91302 -2.36806 -0.53104  -0.828
C41 3.86072 -1.45144 -0.77764  0.249
C42 -2.44389 -4.24047 -0.89371  -0.402
H1 -4.03122 -1.31490 -0.28495  0.338
H2 -2.10734 -0.68024 2.01232  0.512
H3 -3.53938 5.87679 1.10643  0.466
H4 0.55881 -3.75538 -2.61114  0.588
H5 -2.41482 5.10222 -0.02765  0.150
H6 -1.64412 -4.19841 1.45023  0.612
H7 -5.05035 5.46096 -0.54770  0.431
H8 -3.65390 3.86636 2.45940  0.383
H9 -1.91245 0.02871 -2.30122  0.592
H10 -3.39046 -6.11368 -1.25600  0.405
H11 -5.21233 3.91710 -2.16727  0.480
H12 1.53398 -3.76765 4.21458  0.390
H13 -1.93891 2.51576 -2.17356  0.276
H14 -2.85810 1.32774 2.88668  0.470
H15 2.90631 1.64675 -0.38233  0.818
H16 -0.28352 -5.10336 3.29838  0.442
H17 -4.56219 1.72412 -0.84291  0.435
H18 1.75288 -6.00978 -2.43336  0.468
H19 1.02836 -0.85730 1.16650  -0.129
H20 4.01730 -6.06273 -1.41309  0.475
H21 -3.52452 4.35916 -2.08550  0.292
H22 -5.71912 -5.17442 -1.09819  0.394
H23 6.71670 -0.11976 0.51451  0.493
H24 -1.95718 4.22892 2.15394  0.292
H25 -3.80438 2.40042 0.63577  0.317
H26 2.23989 -1.64883 3.14815  0.525
H27 -4.22261 1.96733 -2.57772  0.502
H28 -5.30360 4.05153 0.41144  0.314
H29 5.26874 1.87962 0.54420  0.437
H30 -1.47204 -4.66908 -0.97854  0.562
H31 -5.99985 -2.79587 -0.62452  0.436

Going through the records in order, we get calculated total energy values of -87868.97961 -106263.78077 -244184.64394 eV.